The following is a DFT calculation (the ωB97M-V functional and the def2-TZVPD basis) of a molecular structure, C13H19CeN7O5 at a distorted geometry.

```
! RIJCOSX wB97M-V def2-TZVPD def2/J DEFGRID3
* xyz 2 1
Ce -0.08 1.56 -0.99
O 0.24 1.59 5.37
C 0.13 1.56 4.04
C -1.11 1.51 3.39
C -1.13 1.49 2.01
N 0.01 1.48 1.29
C 1.20 1.57 1.90
C 1.30 1.61 3.27
C 2.37 1.74 0.89
O 3.48 1.99 1.29
O 1.99 1.64 -0.34
C -2.39 1.59 1.11
O -3.49 1.61 1.60
O -2.10 1.71 -0.15
H -0.63 1.57 5.81
H -2.05 1.50 3.93
H 2.26 1.70 3.76
N -0.79 3.77 -2.10
N 0.27 4.08 -1.13
H -0.86 4.49 -2.83
H -1.69 3.78 -1.59
H 0.09 4.97 -0.64
H 1.16 4.20 -1.64
C -1.24 -1.48 -0.76
N -1.13 -2.91 -0.65
C -0.98 -3.49 -1.97
N 0.23 -2.98 -2.62
C 0.12 -1.55 -2.76
N -0.02 -0.87 -1.42
C 1.17 -1.31 -0.58
N 1.25 -2.74 -0.47
C 0.04 -3.24 0.16
C 1.39 -3.31 -1.81
H -1.36 -1.04 0.25
H -2.13 -1.23 -1.37
H -1.85 -3.25 -2.58
H -0.89 -4.58 -1.88
H -0.76 -1.32 -3.36
H 1.02 -1.17 -3.25
H 1.05 -0.88 0.44
H 2.09 -0.92 -1.04
H -0.06 -2.79 1.15
H 0.11 -4.32 0.27
H 1.47 -4.40 -1.73
H 2.29 -2.92 -2.28
*
```

Summary:
Molecular weight ... 493.455 g mol⁻¹
Lowest unoccupied orbital energy ... -9.7 eV
Relative energy (zero: lowest compared OMol25 entry of this formula, charge and spin) ... 9.73 kcal per mole
HOMO level ... -15.01 eV
E_tot ... -1740.8950 Eh

Atomic partial charges in e from the Mulliken method, atoms 1 to 8: 1.48, -0.47, 0.87, -0.50, -0.07, -0.07, 0.28, -0.78


The following is a DFT calculation (the ωB97M-V functional and the def2-TZVPD basis) of 8 unconnected molecules or ions with the total composition C45H42N8O15 at a distorted geometry.

```
! RIJCOSX wB97M-V def2-TZVPD def2/J DEFGRID3
* xyz 0 1
C -5.09 0.97 25.15
C -3.79 1.55 24.68
C -2.83 1.94 25.76
C -3.07 1.27 27.31
C -4.50 0.71 27.62
C -5.40 0.55 26.48
N -2.04 1.29 28.30
O -2.35 0.93 29.51
O -0.89 1.34 27.88
H -5.93 0.94 24.42
H -3.68 1.80 23.52
H -1.97 2.44 25.52
H -4.76 0.54 28.58
H -6.23 -0.10 26.54
C 2.65 6.73 24.43
C 4.06 6.76 23.85
C 5.19 6.91 24.75
C 4.93 6.71 26.32
C 3.50 6.75 26.86
C 2.36 6.62 25.75
N 6.10 6.71 27.27
O 5.88 7.31 28.35
O 7.18 6.41 26.76
H 1.79 6.72 23.60
H 4.08 6.76 22.79
H 6.21 6.76 24.19
H 3.34 6.86 27.94
H 1.53 6.38 26.17
C -8.78 5.87 26.01
C -8.55 6.07 27.53
C -7.29 5.62 28.10
C -6.11 5.21 27.17
C -6.47 4.81 25.69
C -7.87 5.23 25.25
N -4.81 4.89 27.69
O -4.74 4.70 28.92
O -3.83 4.77 26.94
H -9.70 6.31 25.38
H -9.38 6.76 27.93
H -6.93 5.70 29.24
H -5.57 4.34 25.10
H -8.20 5.08 24.27
C -1.61 5.49 32.76
C -2.24 5.66 34.16
C -3.62 6.30 34.52
C -4.52 6.41 33.25
C -3.81 6.33 31.84
C -2.41 5.86 31.74
N -5.83 6.99 33.44
O -6.08 7.56 34.55
O -6.68 6.88 32.54
H -0.57 5.06 32.59
H -1.64 5.51 35.08
H -4.02 6.48 35.44
H -4.40 6.52 30.88
H -1.85 5.83 30.80
C -6.00 8.51 23.76
C -4.98 8.74 22.67
C -3.38 8.74 23.15
C -3.11 8.27 24.60
C -4.31 8.05 25.48
C -5.64 8.28 25.11
N -1.68 8.03 24.99
O -0.78 8.50 24.26
O -1.44 7.88 26.19
H -7.02 8.70 23.50
H -5.49 9.24 21.67
H -2.48 8.97 22.56
H -4.15 7.93 26.42
H -6.43 8.31 25.76
C 4.40 3.24 26.96
C 4.71 3.38 25.49
C 5.74 2.39 24.89
C 6.52 1.54 25.80
C 6.24 1.62 27.34
C 5.03 2.43 27.84
N 7.57 0.66 25.32
O 8.04 0.76 24.12
O 7.88 -0.32 26.03
H 3.42 3.72 27.34
H 3.83 4.12 24.97
H 5.92 2.18 23.81
H 6.94 1.11 28.00
H 4.86 2.75 28.83
C 3.91 3.51 32.20
C 4.95 2.32 32.34
C 6.38 2.42 31.74
C 6.80 3.77 31.08
C 5.80 4.93 31.11
C 4.33 4.69 31.63
N 8.06 3.98 30.43
O 8.21 5.05 29.78
O 8.89 3.06 30.44
H 2.97 3.32 32.59
H 4.65 1.18 32.64
H 7.10 1.49 31.51
H 5.98 5.84 30.56
H 3.56 5.32 31.52
C 0.53 6.37 29.09
O 1.59 6.65 29.66
N 0.07 5.10 29.14
C -1.16 4.82 28.49
C 0.86 3.94 29.67
H -0.23 7.04 28.47
H -1.06 4.11 27.56
H -1.75 5.68 28.11
H -1.88 4.03 29.18
H 2.02 3.97 29.41
H 0.58 2.80 29.45
H 0.91 4.09 30.79
*
```

Summary:
Molecular weight ... 934.872 g mol⁻¹
Lowest unoccupied orbital energy ... -1.9 eV
Relative energy (zero: lowest compared OMol25 entry of this formula, charge and spin) ... 603.33 kcal per mole
SMILES ... O=[N+]([O-])c1ccccc1.O=[N+]([O-])c1ccccc1.O=[N+]([O-])c1ccccc1.O=[N+]([O-])c1ccccc1.O=[N+]([O-])c1ccccc1.O=[N+]([O-])c1ccccc1.O=[N+]([O-])c1ccccc1.CN(C)C=O
HOMO level ... -9.02 eV
E_tot ... -3304.9997 Eh

Atomic partial charges in e from the Mulliken method, atoms 1 to 8: -0.18, -0.61, -0.27, -0.10, -0.41, -0.66, 1.07, -0.60


The following is a DFT calculation (the ωB97M-V functional and the def2-TZVPD basis) of a molecular structure, C18H23Be2K2N5O8S2 at a distorted geometry.

```
! RIJCOSX wB97M-V def2-TZVPD def2/J DEFGRID3
* xyz 1 2
K 27.80 -13.84 5.84
K 31.36 -13.68 -0.12
Be 31.81 -14.69 5.84
Be 29.24 -16.75 3.13
S 30.30 -13.63 3.44
O 30.35 -12.84 2.24
O 31.31 -14.68 3.42
O 30.52 -12.90 4.70
O 29.05 -14.40 3.53
S 29.72 -16.79 6.23
O 30.86 -16.84 5.33
O 28.48 -16.64 5.46
O 29.72 -17.85 7.23
O 29.78 -15.52 6.79
C 33.73 -17.21 2.11
C 33.55 -16.56 3.43
N 33.46 -16.06 4.45
H 34.11 -18.22 2.23
H 34.53 -16.64 1.65
H 32.83 -17.28 1.50
N 33.58 -12.12 1.35
C 33.71 -11.89 0.00
C 34.30 -13.04 -0.53
C 34.39 -14.06 0.48
C 34.05 -13.40 1.62
H 33.36 -11.43 2.05
H 33.40 -11.01 -0.54
H 34.50 -13.14 -1.59
H 34.84 -15.02 0.28
H 34.05 -13.75 2.65
N 28.06 -12.13 0.83
C 27.23 -12.80 -0.08
C 26.31 -11.93 -0.61
C 26.51 -10.73 0.13
C 27.62 -10.86 0.93
H 28.85 -12.55 1.30
H 27.54 -13.82 -0.29
H 25.57 -12.25 -1.33
H 25.94 -9.81 0.06
H 28.10 -10.16 1.59
N 26.67 -16.17 1.65
C 26.41 -16.17 2.99
C 26.47 -17.41 3.55
C 26.81 -18.25 2.49
C 26.88 -17.47 1.33
H 26.87 -15.41 1.00
H 26.23 -15.22 3.46
H 26.46 -17.80 4.56
H 27.05 -19.29 2.40
H 27.23 -17.66 0.33
N 31.34 -10.30 4.41
C 32.28 -9.63 5.16
C 33.27 -9.18 4.28
C 32.79 -9.30 3.01
C 31.64 -10.03 3.07
H 30.57 -10.90 4.67
H 32.18 -9.68 6.23
H 34.15 -8.61 4.54
H 33.32 -8.88 2.17
H 30.91 -10.20 2.28
*
```

Summary:
Molecular weight ... 597.763 g mol⁻¹
Lowest unoccupied orbital energy (alpha / beta) ... -5.8 / -5.9 eV
HOMO level (alpha / beta) ... -9.97 / -10.61 eV
E_tot ... -3600.8550 Eh

Atomic partial charges in e from the Mulliken method, atoms 1 to 8: 1.03, 0.97, 1.16, 1.05, 0.82, -0.96, -0.55, -1.03


Question: Which of these has the lowest molecular weight?
Answer: C13H19CeN7O5